{
  "formula": "C8H13BrO",
  "method": "wB97M-V/def2-TZVPD",
  "multiplicity": 1,
  "total_charge": 0,
  "relative_energy_kj_mol": 296.2,
  "energy_ha": -2961.69566,
  "symbols": ["C", "C", "C", "C", "C", "C", "C", "C", "O", "Br", "H", "H", "H", "H", "H", "H", "H", "H", "H", "H", "H", "H", "H"],
  "positions_angstrom": [[-1.06519, -1.11339, 0.05982], [-1.73525, 0.03482, -0.00581], [0.44782, -1.14507, 0.16162], [0.97835, 0.20435, 0.65448], [0.18842, 1.41079, 0.37568], [-1.60427, -2.46945, -0.24830], [-0.03751, 2.36926, 1.55192], [0.41009, 1.20294, -1.91797], [0.29191, 2.10750, -0.82804], [-3.46271, 0.50972, 0.07547], [0.67370, -1.96826, 0.87806], [0.82442, -1.29182, -0.87792], [1.12049, 0.36767, 1.75593], [2.08495, 0.39136, 0.28717], [-0.94419, -2.87293, -0.91207], [-2.72561, -2.50243, -0.32078], [-1.35486, -2.96528, 0.61116], [-0.43299, 1.78019, 2.27718], [-0.54949, 3.25195, 1.11180], [0.96848, 2.63320, 1.67399], [0.21098, 1.69791, -2.86461], [-0.40012, 0.44460, -1.62408], [1.43588, 0.77759, -1.76137]],
  "lowdin_charge": [-0.441, -0.646, -0.159, -0.177, -0.327, -0.056, 0.004, -0.064, -0.131, 0.741, 0.132, 0.122, 0.127, 0.165, 0.051, 0.102, 0.045, 0.053, 0.112, 0.071, 0.094, 0.084, 0.097]
}